No. 1
55
Properties=species:S:1:pos:R:3:lowdin_charge:R:1 method="wB97M-V/def2-TZVPD" charge=0 smiles="CCN1CCN(C(=O)/C(=C/c2cccs2)NC(=O)c2ccc(C)c(C)c2)CC1" relative_energy_ev=1.275 orbital_gap_ev=8.3365 energy_ev=-42653.4786
C 4.5366 3.2130 4.9170 -0.09
C 3.0371 3.0459 5.1352 -0.26
N 2.3050 3.0073 3.8803 -0.19
C 2.5047 1.7700 3.1473 -0.17
C 1.8326 1.8760 1.7786 -0.12
N 0.4276 2.1544 1.9491 -0.04
C -0.6093 1.4396 1.4759 -0.40
O -1.7649 1.8380 1.5215 0.06
C -0.3129 0.1091 0.8498 -0.17
C 0.3040 -0.8843 1.5122 -0.04
C 0.4503 -2.2522 1.1143 -0.48
C 1.2102 -3.1922 1.7676 -0.12
C 1.1114 -4.4779 1.2095 -0.19
C 0.2675 -4.5164 0.1437 -0.40
S -0.4083 -2.9802 -0.2091 1.09
N -0.8643 -0.0269 -0.4318 0.12
C -0.0921 -0.3155 -1.5307 -0.49
O 1.0965 -0.5503 -1.4461 0.07
C -0.8395 -0.3264 -2.8116 -0.14
C -0.1567 -0.0251 -3.9844 -0.01
C -0.8242 -0.0425 -5.1929 -0.03
C -2.1706 -0.3751 -5.2656 -0.23
C -2.8739 -0.3919 -6.5869 -0.04
C -2.8571 -0.7035 -4.0907 -0.22
C -4.3038 -1.0892 -4.1370 -0.04
C -2.1858 -0.6707 -2.8789 0.01
C 0.2003 3.3674 2.7029 -0.11
C 0.8839 3.2457 4.0637 -0.17
H 4.9884 2.3098 4.5165 0.06
H 5.0198 3.4416 5.8634 0.07
H 4.7160 4.0301 4.2240 0.08
H 2.8450 2.1451 5.7454 0.12
H 2.6706 3.9103 5.6947 0.11
H 3.5729 1.6085 3.0044 0.12
H 2.0905 0.9050 3.6996 0.12
H 1.9766 0.9676 1.1951 0.12
H 2.2831 2.7187 1.2400 0.14
H 0.7208 -0.6595 2.4852 0.12
H 1.8254 -2.9562 2.6180 0.11
H 1.6414 -5.3359 1.5831 0.10
H 0.0004 -5.3589 -0.4631 0.06
H -1.7302 0.4792 -0.5679 0.15
H 0.8923 0.2223 -3.9294 0.12
H -0.2904 0.2023 -6.1001 0.11
H -3.7151 0.3006 -6.5827 0.08
H -3.2668 -1.3858 -6.7989 0.08
H -2.1965 -0.1094 -7.3883 0.08
H -4.4467 -1.9651 -4.7689 0.08
H -4.9037 -0.2804 -4.5530 0.08
H -4.6737 -1.3176 -3.1410 0.08
H -2.7137 -0.9508 -1.9784 0.12
H -0.8763 3.5026 2.8159 0.12
H 0.6227 4.2186 2.1586 0.13
H 0.7530 4.1794 4.6146 0.12
H 0.4042 2.4318 4.6381 0.13

=====

No. 2
59
Properties=species:S:1:pos:R:3:lowdin_charge:R:1 method="wB97M-V/def2-TZVPD" charge=0 smiles="COc1ccccc1N(CC(=O)NC[C@@H]1CCCO1)C(=O)CNS(=O)(=O)c1ccccc1" relative_energy_ev=1.235 orbital_gap_ev=9.3727 energy_ev=-50842.8314
C -0.2357 2.8500 0.1183 -0.05
O 0.4756 1.6874 -0.2552 -0.12
C 1.0741 1.6650 -1.4792 -0.23
C 0.9684 2.6540 -2.4471 -0.01
C 1.6008 2.4971 -3.6673 -0.06
C 2.3512 1.3690 -3.9409 -0.08
C 2.4767 0.3847 -2.9778 -0.01
C 1.8406 0.5255 -1.7578 -0.17
N 2.0183 -0.4522 -0.7354 0.02
C 3.1096 -0.1921 0.1918 -0.01
C 2.6595 0.7040 1.3583 -0.48
O 3.0710 1.8319 1.5167 0.07
N 1.7695 0.0863 2.1543 0.08
C 1.1859 0.6997 3.3183 -0.11
C 1.6835 0.0478 4.6239 -0.31
C 1.1618 -1.3846 4.8047 -0.12
C -0.1003 -1.1686 5.6371 -0.16
C 0.3155 0.0145 6.5087 -0.20
O 1.2011 0.7992 5.7288 -0.10
C 1.1594 -1.4547 -0.4906 -0.42
O 1.2701 -2.1896 0.4819 0.05
C 0.0213 -1.6180 -1.4879 -0.11
N -0.9879 -0.5935 -1.2960 -0.09
S -1.5209 0.2217 -2.6545 0.68
O -0.5791 0.0922 -3.7310 -0.27
O -1.9186 1.5333 -2.2283 -0.28
C -2.9764 -0.7343 -3.0466 -0.28
C -2.9170 -1.6832 -4.0470 -0.06
C -4.0382 -2.4518 -4.3160 -0.07
C -5.1974 -2.2612 -3.5805 -0.08
C -5.2445 -1.3036 -2.5787 -0.07
C -4.1252 -0.5344 -2.3072 -0.06
H -0.5760 2.6670 1.1363 0.10
H 0.4182 3.7253 0.1098 0.11
H -1.0933 3.0028 -0.5425 0.08
H 0.3758 3.5344 -2.2641 0.12
H 1.4974 3.2691 -4.4144 0.11
H 2.8343 1.2525 -4.8980 0.10
H 3.0617 -0.5039 -3.1640 0.13
H 3.9128 0.3093 -0.3502 0.14
H 3.4584 -1.1510 0.5852 0.14
H 1.5122 -0.8681 1.9308 0.10
H 0.0946 0.6304 3.2692 0.13
H 1.4790 1.7517 3.3226 0.13
H 2.7803 0.0892 4.6287 0.15
H 1.8844 -1.9775 5.3663 0.12
H 0.9672 -1.8784 3.8556 0.11
H -0.9389 -0.8935 4.9968 0.11
H -0.3777 -2.0389 6.2266 0.11
H 0.8402 -0.3345 7.4095 0.12
H -0.5220 0.6463 6.8141 0.12
H 0.3928 -1.5453 -2.5151 0.12
H -0.4335 -2.6021 -1.3257 0.13
H -0.7829 0.0553 -0.5475 0.10
H -2.0004 -1.7942 -4.6040 0.11
H -4.0083 -3.1957 -5.0975 0.11
H -6.0710 -2.8600 -3.7913 0.11
H -6.1516 -1.1576 -2.0121 0.11
H -4.1265 0.2257 -1.5428 0.11

=====

What is the charge in the first record?
0